# 1
24
Properties=species:S:1:pos:R:3 method="wB97M-V/def2-TZVPD" homo_lumo_gap_ev=9.8855 charge=0 homo_ha=-0.3547 lumo_ev=0.235
H 1.76415 -2.56561 0.94587
O 0.76488 2.40504 -0.62841
H 0.72068 1.00206 -2.03070
H 2.29884 1.12409 -1.13520
O -2.45092 -0.36829 3.62357
C 0.76358 -1.33821 -1.06305
H 1.39145 -0.25311 0.63995
C 0.73157 -0.05765 -0.21770
H -1.40181 0.19266 -0.15648
H -0.09979 -3.32545 -1.03896
C 1.20905 1.13740 -1.07705
H 1.03668 2.58125 0.27801
C 0.25338 -2.57609 -0.33384
H 1.79591 -1.59460 -1.34459
H -0.54200 0.83499 1.13889
O -1.98416 3.38145 -1.17416
O 1.28565 -3.21175 0.41936
H -1.43507 3.00618 -0.48127
H 0.32837 -1.17126 -2.05524
H -1.57828 -0.53498 4.00093
H -2.29583 -0.38458 2.67152
N -0.55965 0.14161 0.41457
H -0.57542 -2.34847 0.33961
H -1.42126 3.92333 -1.73563

***

# 2
31
Properties=species:S:1:pos:R:3 method="wB97M-V/def2-TZVPD" homo_lumo_gap_ev=2.4117 charge=0 homo_ha=-0.3505 lumo_ev=-7.126
H -1.00698 1.02819 -5.63943
B -1.32536 0.60719 -6.58051
Cl 6.72334 3.24497 3.28870
Cl -3.27927 -6.94839 -0.28848
H -0.60039 -0.09703 -6.95831
H -2.20022 1.36624 4.45867
C 1.11527 5.49190 -1.41539
C -3.96503 -8.61585 0.10132
Cl 7.30198 0.49112 3.37640
Cl 2.65182 5.92288 -2.23935
C 6.06246 1.68065 3.08028
Cl 1.16642 5.65811 0.38121
Cl -3.75570 0.89916 6.21931
H 0.06175 -0.26416 0.19104
H 1.20988 -0.26790 1.55498
H -2.76810 2.82662 5.34543
H -1.53498 1.26785 -7.40744
H 0.69000 4.54718 -1.75412
H 5.21771 1.69577 3.76895
H -4.76024 -8.82277 -0.61485
H 1.71075 -0.42483 -0.14271
Cl -4.11802 2.28924 3.56859
Be -0.12514 -2.45226 -3.36165
H -2.24015 0.08686 -6.34248
H 0.29828 6.12148 -1.76789
H 0.83364 -1.76062 0.53612
Cl -2.70340 -9.85824 -0.05278
C -3.05933 1.88027 4.88966
H -4.24319 -8.43901 1.14029
B 0.96750 -0.69145 0.59264
H 5.67470 1.53684 2.07179

***

# 3
34
Properties=species:S:1:pos:R:3 method="wB97M-V/def2-TZVPD" multiplicity=3 homo_lumo_gap_ev="5.4859 / 6.0208" charge=-1 homo_ha="-0.1098 / -0.1295" s2=2.01 lumo_ev="2.498 / 2.497"
N 0.69052 -1.50487 -4.30562
H 0.66875 -1.21317 -5.25995
N -2.56351 1.43715 -0.81371
H -2.03043 -1.40296 1.33977
H -1.89153 3.74720 -0.70969
C 2.98353 -1.61888 0.69926
H -2.86753 -2.44382 -0.03672
H -0.94588 -2.38816 0.20282
H 0.26672 -1.48221 4.34935
N 0.95818 0.58587 -3.45143
C 0.81123 -0.73876 -3.18617
H -3.36786 1.97962 -0.56782
N 0.40254 -0.48764 4.44133
B -1.94306 -1.81673 0.26498
H 0.56801 2.26708 2.82684
C -1.32709 1.83283 -0.39865
Pd 0.43881 -0.97052 0.12204
O 2.62168 -0.47273 0.15224
O 0.75109 -1.19246 -2.05661
H -2.58864 0.57723 -1.33484
N 0.78141 1.53718 3.47634
C 0.48574 0.21413 3.28871
H 1.10090 1.24321 -2.70526
O -0.40162 1.02707 -0.32160
O 0.00413 -0.25283 2.25999
H 0.49986 -2.48168 -4.15037
N -1.19193 3.17832 -0.27277
H 1.32089 1.78583 4.28259
H 0.82545 -0.13501 5.27861
H 0.95110 0.86799 -4.40922
O 1.97079 -2.40740 0.82372
H -0.31350 3.64153 -0.12773
H -1.84744 -0.96359 -0.51117
O 4.17872 -1.94878 0.81073

***

Per-record max |F|, eV/A: 0.96 5.23 2.71
Per-record energy above the lowest of the compared OMol25 structures with the same formula, charge and spin, kcal per mole: 48.4 277.5 1.2